# 1
Density functional theory data (ωB97M-V/def2-TZVPD) for a cluster of 9 separate species, C28H80N6O10 in total in a non-equilibrium geometry.

Output
strongest force on any atom	4.0	eV/Å
total energy	-2195.1074	a.u.

```
! wB97M-V def2-TZVPD RIJCOSX def2/J DEFGRID3
* xyz 1 2
C 6.44 20.21 25.74
C 7.89 20.24 25.16
O 7.87 19.75 23.90
O 5.69 21.40 25.63
H 6.56 20.06 26.82
H 5.84 19.34 25.46
H 8.47 19.66 25.88
H 8.27 21.25 25.19
H 8.79 19.55 23.72
H 5.41 21.35 24.71
C 4.98 22.98 22.74
O 4.83 21.56 22.95
H 4.47 23.14 21.79
H 4.56 23.57 23.56
H 6.00 23.31 22.59
H 4.88 21.22 22.05
C 11.31 18.25 23.18
O 10.77 19.42 23.77
H 11.95 17.74 23.90
H 10.39 17.73 22.92
H 11.80 18.70 22.31
H 11.43 20.12 23.81
C 2.70 23.63 27.86
C 4.13 24.01 27.44
C 5.39 23.41 28.25
O 5.84 24.13 29.42
C 5.36 23.50 30.59
N 4.27 24.05 25.96
H 2.77 22.56 28.07
H 2.00 23.73 27.04
H 2.42 24.16 28.77
H 4.20 25.08 27.66
H 6.32 23.45 27.69
H 5.34 22.33 28.37
H 5.68 24.06 31.46
H 5.58 22.45 30.78
H 4.27 23.46 30.55
H 5.19 24.41 25.76
H 4.55 23.12 25.67
C 3.22 18.52 26.08
C 1.88 17.89 26.17
C 1.32 17.28 24.87
O 0.91 18.23 23.90
C 1.94 18.50 22.95
N 1.96 16.79 27.08
H 4.01 17.79 25.88
H 3.37 19.03 27.03
H 3.39 19.35 25.39
H 1.23 18.68 26.55
H 0.44 16.69 25.13
H 1.82 16.41 24.42
H 1.52 19.20 22.22
H 2.24 17.58 22.44
H 2.91 18.82 23.32
H 2.44 16.93 27.96
H 2.55 16.11 26.63
C 5.99 14.95 30.39
C 7.45 14.97 30.24
C 7.74 15.21 28.74
O 7.11 16.44 28.21
C 6.71 16.33 26.88
N 8.10 16.00 31.09
H 5.90 14.67 31.44
H 5.51 14.19 29.78
H 5.59 15.96 30.36
H 7.93 14.07 30.62
H 7.19 14.40 28.27
H 8.75 15.08 28.37
H 5.78 15.76 26.91
H 7.45 15.85 26.24
H 6.48 17.24 26.32
H 8.03 16.87 30.57
H 7.48 16.35 31.80
C 1.62 25.19 23.07
C 1.10 23.83 22.46
C 0.10 22.99 23.34
O 0.67 22.60 24.58
C 1.57 21.50 24.60
N 0.48 24.09 21.23
H 2.28 25.80 22.46
H 2.04 25.06 24.06
H 0.76 25.86 23.13
H 2.05 23.35 22.25
H -0.11 22.09 22.75
H -0.89 23.42 23.50
H 1.95 21.19 23.63
H 1.12 20.57 24.94
H 2.52 21.71 25.08
H 1.19 24.27 20.53
H -0.02 23.29 20.87
C 13.10 17.65 30.56
C 11.60 17.78 30.89
C 10.86 18.75 29.87
O 9.50 18.94 30.34
C 8.59 19.41 29.40
N 11.07 16.44 30.82
H 13.33 17.69 29.49
H 13.65 16.76 30.87
H 13.68 18.45 31.00
H 11.48 18.20 31.89
H 10.83 18.44 28.82
H 11.29 19.75 29.90
H 8.86 20.44 29.16
H 7.60 19.47 29.84
H 8.56 18.84 28.47
H 11.03 16.06 29.89
H 10.15 16.36 31.23
C 2.60 16.06 30.49
C 2.93 17.17 31.47
C 2.82 18.58 31.05
O 3.43 18.77 29.70
C 3.85 20.08 29.30
N 2.26 17.06 32.70
H 1.53 16.13 30.34
H 2.82 15.03 30.76
H 3.06 16.24 29.52
H 3.99 17.12 31.73
H 3.26 19.29 31.76
H 1.80 18.96 30.95
H 4.55 20.48 30.04
H 2.96 20.72 29.24
H 4.39 20.22 28.36
H 2.74 16.40 33.30
H 1.32 16.72 32.54
*
```


# 2
Density functional theory data (ωB97M-V/def2-TZVPD) for a cluster of 9 separate species, C28H80N6O11 in total in a non-equilibrium geometry.

Output
strongest force on any atom	4.2	eV/Å
structure (SMILES)	COC[C@H](C)N.COC[C@H](C)N.COC[C@H](C)N.COC[C@H](C)N.COC[C@H](C)N.COC[C@H](C)N.OCCO.OCCO.O
energy relative to the best compared isomer or geometry (same formula, charge and spin)	6.9	kcal per mole

```
! wB97M-V def2-TZVPD RIJCOSX def2/J DEFGRID3
* xyz 0 1
C -7.93 -3.71 -5.46
O -7.35 -4.40 -4.32
C -7.10 -5.83 -4.40
C -6.33 -6.22 -3.07
C -5.14 -5.28 -2.65
N -5.76 -7.52 -3.22
H -9.00 -3.71 -5.24
H -7.79 -4.10 -6.47
H -7.72 -2.64 -5.53
H -8.08 -6.30 -4.37
H -6.57 -6.06 -5.32
H -7.04 -6.38 -2.26
H -4.51 -5.28 -3.54
H -4.56 -5.63 -1.80
H -5.41 -4.29 -2.29
H -5.77 -7.77 -2.24
H -6.47 -8.17 -3.52
C 0.71 -3.32 12.59
O 1.04 -3.46 11.25
C 1.77 -2.32 10.69
C 2.11 -2.59 9.10
C 3.06 -3.82 8.94
N 2.68 -1.34 8.66
H 0.00 -2.52 12.80
H 1.65 -3.31 13.15
H 0.20 -4.25 12.85
H 1.15 -1.44 10.89
H 2.75 -2.12 11.14
H 1.17 -2.72 8.57
H 3.80 -3.86 9.74
H 3.66 -3.83 8.03
H 2.55 -4.78 8.93
H 3.69 -1.26 8.62
H 2.43 -0.54 9.22
C -7.82 7.49 -0.66
O -7.49 8.80 -0.38
C -8.37 9.72 -1.02
C -8.04 11.17 -0.77
C -8.93 12.29 -1.28
N -6.73 11.36 -1.37
H -7.04 6.86 -0.25
H -7.79 7.36 -1.74
H -8.75 7.17 -0.20
H -8.40 9.54 -2.09
H -9.34 9.59 -0.56
H -7.95 11.42 0.29
H -9.43 12.05 -2.22
H -8.36 13.20 -1.49
H -9.65 12.46 -0.48
H -6.12 12.06 -0.98
H -6.31 10.48 -1.10
C 3.56 9.18 -9.49
O 4.10 7.99 -8.99
C 5.49 8.00 -8.66
C 5.66 6.79 -7.60
C 5.15 5.30 -8.05
N 4.98 7.31 -6.44
H 4.27 9.58 -10.22
H 3.46 9.90 -8.67
H 2.56 9.12 -9.93
H 6.19 7.73 -9.45
H 5.79 9.01 -8.37
H 6.71 6.61 -7.38
H 5.88 5.00 -8.81
H 4.11 5.19 -8.37
H 5.25 4.52 -7.29
H 5.13 6.69 -5.65
H 3.98 7.38 -6.45
C 1.92 -1.42 0.60
O 2.04 -0.56 -0.52
C 2.18 0.84 -0.18
C 0.84 1.48 0.38
C -0.46 0.96 -0.30
N 0.91 2.92 0.17
H 1.33 -0.82 1.29
H 2.90 -1.64 1.03
H 1.30 -2.29 0.39
H 3.04 1.15 0.42
H 2.33 1.40 -1.11
H 0.88 1.35 1.46
H -0.35 1.19 -1.36
H -1.29 1.55 0.07
H -0.70 -0.10 -0.16
H 0.47 3.25 1.01
H 0.30 3.09 -0.61
C 1.82 -15.17 4.69
O 2.19 -13.84 4.69
C 1.41 -13.08 3.65
C 1.96 -11.68 3.49
C 0.87 -10.82 2.80
N 3.14 -11.60 2.69
H 0.80 -15.35 5.03
H 2.49 -15.69 5.38
H 1.82 -15.63 3.70
H 1.53 -13.55 2.67
H 0.37 -13.17 3.96
H 2.34 -11.24 4.41
H 1.36 -9.85 2.81
H 0.02 -10.65 3.46
H 0.54 -11.30 1.88
H 2.91 -11.41 1.72
H 3.51 -10.69 2.93
O -2.24 12.06 3.20
C -0.97 11.62 3.71
C -0.52 10.10 3.39
O -1.57 9.17 3.87
H -2.21 13.00 3.04
H -0.21 12.30 3.34
H -0.78 11.75 4.77
H 0.46 9.79 3.76
H -0.55 10.08 2.30
H -2.42 9.33 3.46
O 6.43 -4.42 -5.12
C 6.54 -5.68 -4.54
C 7.76 -6.51 -5.00
O 8.87 -6.28 -4.11
H 6.02 -3.79 -4.52
H 6.59 -5.74 -3.45
H 5.58 -6.16 -4.76
H 8.06 -6.26 -6.01
H 7.62 -7.58 -5.11
H 9.67 -6.60 -4.54
O 8.10 -1.51 -1.10
H 7.32 -1.77 -0.62
H 8.13 -2.09 -1.86
*
```


> Look up the strongest force on any atom of the second one.

4.2 eV/Å